(1)
22
Properties=species:S:1:pos:R:3 method="wB97M-V/def2-TZVPD" e_tot_ha=-591.6290 lumo_energy_ev=0.795 charge=0 gap_ev=10.06 fmax_ha_per_bohr=0.03475 spin_multiplicity=1 homo_ev=-9.263
O 1.308 1.541 -1.553
O 0.582 -1.278 -1.086
N 0.981 2.412 0.512
C 2.487 -0.628 1.689
C -0.524 -0.698 -0.503
C 2.031 -1.298 0.787
C -1.680 -1.435 -0.233
C 1.367 -2.101 -0.240
C -2.782 -0.840 0.348
C 0.691 1.549 -0.527
C -2.765 0.519 0.602
C -0.501 0.692 -0.229
C -1.633 1.259 0.311
H -1.621 2.328 0.473
H -3.641 -1.492 0.597
H -3.603 1.010 1.093
H 0.747 2.131 1.439
H 0.759 -2.835 0.284
H 2.117 -2.607 -0.861
H 2.956 -0.031 2.450
H 1.856 2.921 0.449
H -1.712 -2.517 -0.424

=====

(2)
22
Properties=species:S:1:pos:R:3 method="wB97M-V/def2-TZVPD" e_tot_ha=-591.6681 lumo_energy_ev=0.660 charge=0 gap_ev=8.57 fmax_ha_per_bohr=0.05302 spin_multiplicity=1 homo_ev=-7.911
O -2.093 -0.794 -0.047
O 2.593 2.327 -0.120
N 2.638 -0.378 0.039
C 1.400 1.659 -0.081
C 1.424 0.197 -0.057
C 0.154 2.228 -0.019
C -1.068 1.421 0.000
C -1.052 0.071 -0.094
C 2.750 -1.669 0.139
C -3.369 -0.195 0.070
C 1.637 -2.522 -0.090
C 0.234 -0.597 -0.124
C 0.388 -1.969 -0.185
H -1.994 2.027 -0.023
H -4.116 -1.009 -0.031
H 3.782 -2.075 0.452
H -3.487 0.589 -0.741
H -0.493 -2.594 -0.248
H -3.494 0.287 1.075
H 2.375 3.282 0.193
H -0.029 3.317 0.006
H 1.821 -3.603 -0.113

=====

(3)
23
Properties=species:S:1:pos:R:3 method="wB97M-V/def2-TZVPD" e_tot_ha=-666.5795 lumo_energy_ev="0.049 / -2.587" charge=0 gap_ev="6.57 / 6.88" fmax_ha_per_bohr=0.19446 spin_multiplicity=3 homo_ev="-6.525 / -9.465"
O -3.098 -0.732 0.847
O -4.385 -2.398 0.022
O -4.185 0.692 -0.797
N -3.137 0.517 -0.218
C -3.847 -1.807 0.897
C -1.192 2.284 -0.105
C 1.530 0.099 1.033
C 2.597 -0.646 0.552
C -2.008 1.038 -0.252
C -0.817 1.017 0.649
C 1.574 -1.146 -1.516
C 0.412 0.184 0.206
C 2.625 -1.202 -0.687
C 0.412 -0.433 -1.062
H -0.399 2.583 -0.779
H -3.776 -2.118 1.956
H 1.524 0.658 1.983
H -1.829 3.141 0.431
H -0.941 0.828 1.756
H 3.362 -0.769 1.199
H 3.522 -1.796 -0.948
H -0.315 -0.114 -1.722
H 1.582 -1.916 -2.274

=====

(4)
21
Properties=species:S:1:pos:R:3 method="wB97M-V/def2-TZVPD" e_tot_ha=-802.8894 lumo_energy_ev=-0.057 charge=0 gap_ev=9.01 fmax_ha_per_bohr=0.06982 spin_multiplicity=1 homo_ev=-9.065
P -0.784 2.136 0.623
O 1.583 1.491 -0.526
C -0.976 -2.776 -0.834
C 0.689 0.978 0.459
C -0.959 2.938 -0.850
C 0.146 -0.365 0.153
C -0.562 -1.269 1.011
C -0.163 -2.034 -1.630
C 1.360 1.052 1.708
C -1.184 -2.357 0.460
C 1.935 1.103 2.760
C 0.352 -0.788 -1.164
H 1.416 2.426 -0.727
H -1.514 -3.650 -0.986
H -1.786 3.616 -0.924
H -0.584 -0.845 1.952
H 2.290 1.216 3.746
H -0.058 -2.418 -2.662
H -1.783 -3.064 1.064
H -0.336 2.938 -1.664
H 0.919 -0.328 -1.970

=====

(5)
304
Properties=species:S:1:pos:R:3 method="wB97M-V/def2-TZVPD" e_tot_ha=-8130.7824 lumo_energy_ev=-12.186 charge=+7 gap_ev=5.23 fmax_ha_per_bohr=0.07524 spin_multiplicity=1 homo_ev=-17.418
O -1.845 3.707 -3.905
O -3.669 -1.676 -4.140
O 4.798 1.543 7.222
O 4.496 -2.823 2.508
O -2.166 -2.814 -2.311
O -1.592 -2.150 0.553
O -7.250 1.651 -3.081
O 6.633 1.144 8.437
O -2.182 -0.872 2.257
O 3.590 -4.586 1.691
O -3.283 -3.507 -5.275
O -3.798 -1.461 0.726
O 2.468 -3.443 3.091
O -6.515 0.411 -1.329
O -1.489 4.478 2.853
O -4.111 -1.763 -6.318
O -7.752 -0.662 -2.849
O -0.047 2.801 3.221
O 1.649 1.506 -5.828
O 7.359 -0.413 2.339
O 4.924 1.735 -3.329
O 0.449 4.320 1.718
O -3.924 4.680 -3.740
O 6.887 1.763 2.777
O 0.401 2.964 -4.948
O -2.753 4.621 -5.725
O -3.220 -4.595 -2.972
O 4.290 0.730 -1.469
O 3.007 2.190 -2.460
O -0.401 1.015 -5.285
O -2.099 -4.716 -1.033
O 5.185 -0.580 7.828
O 8.782 0.865 3.525
N -3.452 -8.104 6.608
N 0.103 -1.966 -5.970
N 8.331 -1.715 10.794
N 6.225 4.589 7.222
N 0.585 1.812 -5.393
N -8.365 -0.397 1.592
N 3.119 4.767 -7.728
N 11.181 5.193 2.394
N 2.962 0.955 2.543
N 3.532 -3.599 2.479
N -3.500 3.320 4.874
N 7.637 -3.644 4.144
N -0.541 5.575 -2.016
N 5.185 -2.087 -1.659
N -4.637 1.584 -6.767
N -7.548 -7.347 -8.237
N -0.007 -4.255 1.873
N 4.103 1.519 -2.415
N -9.344 5.666 -3.882
N -5.919 -3.764 -2.510
N -2.434 1.381 -1.811
C 7.150 -1.842 10.258
C -6.062 -5.851 -3.538
C -7.656 3.908 -5.050
C 8.842 -4.177 6.188
C -1.464 5.496 -0.864
C -5.858 2.954 4.445
C -5.682 0.928 -6.220
C 1.753 0.405 2.816
C 3.277 -3.331 -2.378
C -2.295 -6.468 4.763
C -2.507 -4.183 -2.045
C 8.263 -2.733 8.280
C 11.371 5.976 3.453
C 1.231 -2.234 -6.635
C -7.811 0.989 3.417
C 7.097 -2.615 4.726
C -3.140 2.214 4.115
C 8.555 -4.332 4.829
C -7.045 -0.428 1.178
C -8.737 0.216 2.736
C -0.090 5.980 -4.271
C -6.476 1.021 2.986
C 9.501 -2.645 8.970
C -2.931 4.444 -4.484
C 3.404 4.021 -6.645
C -4.129 -8.943 7.666
C 6.479 5.789 6.710
C -4.599 2.911 -6.848
C -0.847 -6.324 2.729
C 5.473 -1.732 -2.919
C -6.656 3.103 -5.786
C 1.636 5.139 -2.862
C -1.381 1.486 0.338
C 2.285 -2.691 -4.529
C 7.569 0.709 2.872
C 6.164 -1.625 -0.644
C -5.482 1.811 3.747
C 3.446 -2.650 -3.572
C -3.481 0.924 -7.379
C 1.059 -2.505 -3.851
C 3.960 1.006 3.615
C -0.068 -5.617 1.835
C -9.003 3.731 -5.091
C 8.178 3.714 6.156
C 8.349 -1.170 12.154
C 0.723 -3.553 0.780
C -6.089 -5.736 -7.202
C 12.282 5.058 1.459
C 9.477 -2.061 10.206
C 7.264 -2.342 6.102
C -2.478 1.671 -0.482
C 4.158 -2.976 -1.394
C -1.979 -6.296 6.098
C -10.241 6.696 -3.274
C 9.067 4.424 3.164
C -7.107 4.976 -4.313
C 2.416 5.881 -7.587
C -5.944 -3.124 -3.681
C -5.595 3.710 -6.349
C -0.104 1.027 -1.634
C 7.474 6.056 5.809
C 1.226 5.540 -4.087
C 10.070 4.444 2.199
C -7.187 0.303 -2.339
C 3.526 4.379 -9.077
C 0.022 -2.060 -4.622
C -1.551 -5.635 3.722
C 8.149 -3.126 6.882
C 3.272 1.412 1.320
C 10.473 5.956 4.489
C -9.381 -1.180 0.923
C 0.815 0.288 1.863
C -8.042 5.805 -3.665
C -5.873 -5.082 -2.404
C -5.573 -2.984 -1.334
C -8.147 -7.619 -7.044
C -6.623 -6.026 -5.921
C -3.186 -7.447 4.374
C 8.321 4.932 5.463
C 4.544 -1.879 -3.888
C -1.142 -1.586 -6.735
C -7.954 -8.122 -9.447
C 5.662 0.559 7.897
C -1.282 1.059 -2.413
C 7.083 -2.420 8.965
C -6.472 -6.528 -8.264
C -1.529 -4.277 3.703
C -6.106 -3.852 -4.893
C -2.419 4.065 5.510
C 2.376 -2.624 -5.938
C -0.157 1.072 -0.231
C -2.628 -1.395 1.193
C -3.729 -2.263 -5.251
C 1.038 0.946 0.648
C -6.684 1.674 -5.717
C 5.042 4.401 8.117
C -2.570 -7.139 7.034
C -6.084 0.278 1.841
C -4.775 3.630 5.004
C -0.459 3.829 2.582
C -9.835 4.637 -4.527
C 2.303 1.474 0.324
C 2.883 4.299 -5.420
C -0.661 -3.592 2.775
C 0.691 5.135 -1.867
C 9.383 5.095 4.360
C -6.235 -5.222 -4.749
C -4.138 1.428 3.624
C -3.704 1.398 -2.679
C -0.952 6.045 -3.224
C 7.254 -4.028 2.843
C 7.088 3.574 7.044
C 2.042 5.391 -5.296
C -7.658 -6.955 -5.885
C 1.815 6.240 -6.388
C -3.806 -8.288 5.324
H -7.499 1.158 -5.296
H -10.906 4.557 -4.496
H 13.124 5.500 1.949
H -1.343 0.978 -3.521
H -11.317 6.550 -3.484
H 1.250 3.765 1.880
H -1.570 3.784 4.893
H -5.061 0.181 1.429
H -1.261 -5.575 6.429
H 4.001 3.378 -8.913
H -5.915 -2.056 -3.699
H -8.239 -7.195 -5.024
H 3.485 1.314 4.551
H 1.720 -3.940 0.875
H 4.767 -1.452 -4.883
H 9.883 4.121 1.179
H -6.838 3.340 4.541
H -5.934 -6.892 -3.512
H -4.892 4.398 5.727
H 4.053 -3.223 -0.337
H -9.400 2.894 -5.630
H -1.817 6.494 -0.508
H -6.631 2.102 -2.443
H -5.586 -0.170 -6.288
H -8.830 -8.407 -7.054
H 8.320 -1.948 12.928
H -7.596 -7.664 -10.365
H -2.612 5.144 5.527
H 1.157 -2.244 -7.710
H 12.305 5.624 0.518
H -0.784 -2.520 2.564
H 4.141 1.054 6.738
H -1.419 1.810 1.343
H -9.049 -8.060 -9.369
H -2.387 3.696 6.539
H 0.867 0.972 -2.149
H 4.487 0.012 3.661
H 0.593 -6.044 1.108
H 3.161 -2.808 -6.587
H 9.013 -5.169 4.380
H -0.860 -1.265 -7.734
H -0.102 -0.166 2.180
H -4.931 -8.339 8.117
H -3.640 2.284 -3.353
H -2.093 2.062 3.879
H 10.729 6.449 5.442
H 4.066 3.140 -6.757
H -3.740 0.440 -3.225
H -7.705 -9.148 -9.276
H 0.811 -2.644 -2.832
H 10.476 -2.797 8.548
H -2.630 1.195 -6.849
H -3.680 -0.139 -7.288
H -10.180 6.693 -2.240
H 2.665 4.782 -2.691
H 6.606 -3.299 2.422
H 1.148 7.049 -6.222
H -2.777 -2.525 -3.037
H -8.974 -1.451 -0.055
H -4.464 -9.126 5.088
H 4.660 1.822 3.372
H 5.725 -1.532 0.396
H 6.241 -1.457 10.749
H 0.770 -2.479 0.988
H -10.212 -0.556 0.698
H 6.954 -2.392 -0.602
H 12.449 4.011 1.307
H 0.872 4.793 -0.857
H 7.359 -0.688 12.228
H -2.196 4.787 -1.201
H -4.523 1.592 -1.997
H 8.870 2.906 6.037
H -3.875 0.529 3.067
H 10.313 -1.862 10.819
H 1.665 -0.026 3.812
H -6.830 -1.112 0.363
H 5.788 6.548 7.064
H 6.625 -1.538 6.477
H 12.319 6.539 3.489
H 8.075 -4.239 2.227
H -0.895 -1.786 -4.143
H -6.277 -3.339 -5.839
H -9.921 7.664 -3.583
H -1.225 3.491 -4.653
H -3.464 -7.627 3.355
H -4.470 -3.028 -1.220
H 3.099 3.609 -4.570
H -0.808 -7.380 2.509
H 2.180 6.413 -8.498
H -3.476 1.221 -8.421
H -3.266 -3.888 -4.326
H -1.867 -2.377 -0.361
H 0.323 -3.703 -0.251
H 9.239 0.044 3.338
H 2.542 -4.096 -2.069
H -1.793 -2.466 -6.652
H 5.361 3.734 8.874
H 2.567 2.012 -0.540
H 4.271 1.768 1.235
H -0.963 5.078 0.044
H 7.694 7.030 5.508
H 6.404 -1.207 -3.054
H -9.755 0.264 3.078
H 9.577 -4.781 6.743
H -6.034 5.110 -4.230
H -6.006 -1.980 -1.432
H -5.276 -4.989 -7.306
H -5.949 -3.449 -0.348
H 6.435 -2.044 4.098
H -2.030 6.330 -3.169
H 4.318 3.915 7.487
H 6.922 2.562 7.582
H 9.151 -0.392 12.234
H 6.151 -2.423 8.467
H -4.580 -9.899 7.340
H 4.644 5.312 8.527
H -2.342 -7.060 8.089
H 8.222 3.701 3.102
H -8.248 1.380 4.354
H -2.107 -3.631 4.356
H -3.433 1.839 -0.072
H 2.674 4.378 -9.691
H -6.111 -6.348 -9.238
H -5.388 4.770 -6.482
H -3.375 -9.086 8.472
H -0.462 6.111 -5.263
H -7.826 6.701 -3.119
H -3.695 3.318 -7.234
H 6.572 -0.721 -1.052
H -5.674 -5.438 -1.395
H -1.453 -0.745 -6.124
H -9.696 -2.068 1.411
H 4.233 5.110 -9.507
H 6.532 -4.908 2.911

=====

(6)
25
Properties=species:S:1:pos:R:3 method="wB97M-V/def2-TZVPD" e_tot_ha=-1353.1218 lumo_energy_ev=4.843 charge=-2 gap_ev=4.54 fmax_ha_per_bohr=0.09124 spin_multiplicity=1 homo_ev=0.304
Cl 0.938 2.440 -1.896
S -1.118 3.666 3.154
N 0.475 2.528 1.183
C 2.481 0.627 0.173
C 1.590 -1.287 1.163
C -2.085 -0.089 -1.722
C -2.637 0.222 -0.443
C -0.225 2.994 2.040
C -2.500 -0.929 0.388
C -1.634 -1.444 -1.695
C 2.146 -0.033 1.437
C 2.091 -0.332 -0.871
C -1.853 -1.946 -0.377
C 1.554 -1.470 -0.264
Be 1.237 1.976 -0.097
H -1.585 -2.936 -0.024
H -3.059 1.179 -0.147
H -1.995 0.594 -2.561
H 1.234 -2.016 1.891
H -1.194 -1.988 -2.527
H 2.318 0.403 2.420
H -2.818 -1.019 1.425
H 3.261 1.395 0.055
H 1.174 -2.364 -0.763
H 2.204 -0.170 -1.941

=====

(7)
25
Properties=species:S:1:pos:R:3 method="wB97M-V/def2-TZVPD" e_tot_ha=-4467.2595 lumo_energy_ev="1.859 / 1.904" charge=-1 gap_ev="4.62 / 4.67" fmax_ha_per_bohr=0.06092 spin_multiplicity=4 homo_ev="-2.763 / -2.764"
Er -0.740 -1.474 1.305
Br 1.007 -3.339 1.107
S -0.191 0.887 5.425
N -0.738 -0.078 2.881
C -1.992 -2.167 -0.748
C 3.118 0.521 -0.549
C 2.330 0.471 -1.752
C 2.788 1.734 0.129
C 1.545 1.662 -1.846
C 1.767 2.394 -0.636
C -0.453 0.305 3.989
C -1.783 0.129 -0.733
C -1.349 -1.058 -1.388
C -2.728 -0.242 0.292
C -2.884 -1.672 0.249
H 0.914 1.944 -2.702
H 3.785 -0.259 -0.160
H -3.401 0.440 0.820
H -1.981 -3.182 -1.111
H -1.655 1.149 -1.123
H 1.442 3.419 -0.494
H -0.813 -1.080 -2.348
H -3.595 -2.278 0.808
H 2.386 -0.336 -2.475
H 3.222 2.109 1.061

=====

(8)
25
Properties=species:S:1:pos:R:3 method="wB97M-V/def2-TZVPD" e_tot_ha=-3379.9887 lumo_energy_ev=2.269 charge=-1 gap_ev=5.67 fmax_ha_per_bohr=0.06715 spin_multiplicity=1 homo_ev=-3.402
Y -0.820 -0.879 0.966
Se 0.058 0.515 5.737
Cl 0.025 -3.227 1.094
N -0.351 0.382 2.832
C -1.968 1.080 -0.700
C -2.820 0.455 0.249
C 3.014 0.266 0.224
C 2.752 -0.776 -0.712
C 1.813 1.167 -1.533
C 2.446 1.472 -0.291
C 2.003 -0.212 -1.801
C -0.144 0.487 4.005
C -1.528 0.101 -1.631
C -2.083 -1.157 -1.252
C -2.922 -0.950 -0.102
H 2.947 -1.844 -0.560
H 2.382 2.422 0.244
H 3.471 0.138 1.215
H -1.705 2.128 -0.755
H -1.854 -2.095 -1.733
H -0.959 0.301 -2.517
H 1.161 1.835 -2.094
H 1.566 -0.774 -2.617
H -3.263 -1.763 0.593
H -3.221 0.928 1.138